Record 1
A molecular structure, C40H45BClN8O6Ru. Source: the Open Molecules 2025 dataset; level of theory: ωB97M-V/def2-TZVPD.

Calculated values
Largest force on an atom = 0.373 eV/A
Lowest unoccupied orbital energy = 2.276 eV
HOMO-LUMO gap = 0.28623 Eh
Energy above the lowest of the compared OMol25 structures with the same formula, charge and spin = 0.0 kcal per mole
E_tot = -82197.5408 eV
Charge = -1

Geometry as XYZ:
```
102
C40H45BClN8O6Ru, DFT ωB97M-V/def2-TZVPD
Ru 0.123 -0.095 0.494
C -1.798 2.695 -0.338
C -2.094 1.997 0.946
C -3.118 2.265 1.867
C -3.017 1.282 2.836
C -3.868 1.039 4.037
N -1.975 0.497 2.513
N -1.414 0.937 1.368
B -1.659 -0.957 2.964
N -0.162 -1.090 3.279
N 0.753 -0.831 2.310
C 1.933 -1.284 2.728
C 3.161 -1.268 1.892
C 1.780 -1.823 4.006
C 0.440 -1.716 4.306
C -0.291 -2.265 5.482
N -2.013 -1.897 1.803
N -1.424 -1.748 0.578
C -1.748 -2.824 -0.132
C -1.223 -3.063 -1.506
C -2.569 -3.666 0.618
C -2.696 -3.054 1.847
C -3.383 -3.566 3.066
H -2.313 3.655 -0.362
H -2.136 2.087 -1.179
H -0.732 2.867 -0.474
H -3.834 3.070 1.826
H -4.565 1.866 4.164
H -3.264 0.949 4.940
H -4.441 0.116 3.930
H -2.302 -1.207 3.939
H 2.962 -1.688 0.911
H 3.918 -1.892 2.365
H 3.577 -0.266 1.760
H 2.540 -2.314 4.591
H 0.408 -2.417 6.304
H -0.718 -3.234 5.216
H -1.090 -1.605 5.816
H -1.290 -2.159 -2.111
H -1.798 -3.845 -2.002
H -0.182 -3.392 -1.448
H -2.951 -4.629 0.327
H -4.043 -4.386 2.787
H -3.971 -2.795 3.565
H -2.642 -3.956 3.766
O 3.346 -2.277 -1.288
C 2.365 -1.742 -1.739
N 2.045 -1.745 -3.104
C 1.002 -0.774 -3.397
C 0.583 -0.468 -1.964
O -0.394 0.228 -1.599
N 1.383 -1.014 -1.067
C 1.570 0.468 -4.087
C 2.152 0.314 -5.344
C 2.713 1.397 -5.999
C 2.689 2.655 -5.409
C 2.097 2.817 -4.168
C 1.537 1.729 -3.507
C -0.154 -1.349 -4.203
C -1.243 -0.533 -4.503
C -2.323 -1.042 -5.205
C -2.322 -2.367 -5.624
C -1.238 -3.178 -5.330
C -0.157 -2.673 -4.617
H 2.841 -1.813 -3.719
H 2.150 -0.662 -5.819
H 3.164 1.262 -6.975
H 3.125 3.505 -5.919
H 2.066 3.797 -3.706
H 1.056 1.866 -2.547
H -1.247 0.496 -4.165
H -3.171 -0.405 -5.421
H -3.168 -2.765 -6.170
H -1.234 -4.215 -5.642
H 0.672 -3.314 -4.349
C 3.041 2.537 1.835
C 1.529 2.486 1.511
C 0.792 2.380 2.851
C 1.293 1.327 0.548
C 1.188 3.776 0.752
C 0.353 4.752 1.295
C 0.057 5.917 0.601
C 0.587 6.140 -0.660
C 1.433 5.186 -1.208
C 1.731 4.026 -0.510
H 3.318 1.685 2.457
H 3.263 3.451 2.390
H 3.650 2.529 0.929
H 0.933 1.384 3.263
H -0.277 2.571 2.769
H 1.213 3.095 3.564
H 2.014 1.410 -0.282
H -0.093 4.599 2.267
H -0.601 6.651 1.051
H 0.349 7.043 -1.208
H 1.865 5.347 -2.189
H 2.407 3.311 -0.961
O 1.893 -5.430 2.384
Cl 0.639 -4.842 1.981
O -0.181 -4.617 3.159
O -0.053 -5.730 1.077
O 0.882 -3.576 1.326
```

---

Record 2
A molecular structure, C40H45BrN3ORu. Source: the Open Molecules 2025 dataset; level of theory: ωB97M-V/def2-TZVPD.

Calculated values
Largest force on an atom = 0.692 eV/A
Lowest unoccupied orbital energy (alpha / beta) = -0.050 / -1.911 eV
HOMO-LUMO gap (alpha / beta) = 0.19001 / 0.20616 Eh
Energy above the lowest of the compared OMol25 structures with the same formula, charge and spin = 11.8 kcal per mole
E_tot = -121350.6615 eV
Multiplicity = 6
Charge = 0

Geometry as XYZ:
```
91
C40H45BrN3ORu, DFT ωB97M-V/def2-TZVPD
Ru -1.222 0.021 -0.874
C -2.373 0.777 3.283
C -3.741 0.576 3.268
C -4.367 0.244 2.081
C -3.611 0.105 0.925
N -2.282 0.290 0.955
C -1.677 0.629 2.099
C -4.136 -0.230 -0.410
C -5.485 -0.460 -0.650
C -5.911 -0.792 -1.924
C -4.982 -0.888 -2.951
C -3.635 -0.652 -2.711
C -3.182 -0.321 -1.435
H -1.845 1.048 4.186
H -4.319 0.684 4.177
H -5.436 0.097 2.044
H -0.611 0.794 2.052
H -6.212 -0.382 0.150
H -6.961 -0.972 -2.115
H -5.306 -1.146 -3.953
H -2.944 -0.730 -3.540
C 4.543 0.505 4.335
C 4.127 1.858 3.761
C 3.585 2.722 4.908
C 5.370 2.534 3.164
C 3.059 1.713 2.678
C 2.584 0.491 2.243
C 1.626 0.459 1.241
Br 0.962 -1.222 0.651
C 1.080 1.581 0.613
O 0.169 1.497 -0.329
C 1.568 2.839 1.066
C 2.527 2.856 2.066
C 1.017 4.130 0.450
C 1.308 4.155 -1.059
C 1.654 5.378 1.064
C -0.498 4.215 0.691
H 5.294 0.655 5.113
H 4.982 -0.140 3.570
H 3.695 -0.019 4.783
H 4.338 2.822 5.695
H 2.692 2.268 5.344
H 3.323 3.725 4.569
H 6.154 2.628 3.921
H 5.139 3.534 2.792
H 5.763 1.948 2.331
H 2.939 -0.441 2.660
H 2.893 3.817 2.399
H 2.387 4.139 -1.235
H 0.907 5.073 -1.499
H 0.866 3.299 -1.562
H 2.736 5.398 0.916
H 1.447 5.459 2.134
H 1.236 6.263 0.579
H -1.016 3.370 0.241
H -0.895 5.138 0.259
H -0.711 4.226 1.764
C -3.456 -3.914 -0.620
C -2.217 -3.353 0.080
C -0.943 -3.979 -0.423
C -0.596 -5.229 0.068
C 0.533 -5.896 -0.376
C 1.348 -5.283 -1.315
C 1.042 -4.041 -1.852
C 2.097 -3.399 -2.730
C 2.262 -4.074 -4.093
C -0.152 -3.384 -1.436
N -0.530 -2.158 -1.938
C -0.410 -1.930 -3.311
C -0.521 -0.630 -3.728
C -0.493 -0.023 -5.054
C -0.688 1.325 -4.875
C -0.816 1.557 -3.486
N -0.705 0.383 -2.801
H -4.370 -3.490 -0.199
H -3.504 -5.000 -0.519
H -3.433 -3.674 -1.684
H -2.285 -3.518 1.159
H -2.190 -2.278 -0.079
H -1.231 -5.684 0.822
H 0.791 -6.868 0.025
H 2.272 -5.764 -1.618
H 3.046 -3.470 -2.193
H 1.898 -2.338 -2.862
H 2.453 -5.142 -3.981
H 3.100 -3.637 -4.639
H 1.367 -3.963 -4.706
H -0.288 -2.739 -4.017
H -0.324 -0.545 -5.982
H -0.712 2.085 -5.640
H -0.958 2.493 -2.968
```